# 1
C16H54N12O11 | ωB97M-V with the def2-TZVPD basis set

LUMO energy = 0.067 eV
frontier orbital gap = 9.33 eV
SMILES string = NC(N)=O.NC(N)=O.NC(N)=O.NC(N)=O.NC(N)=O.NC(N)=O.CCO.CCO.CCO.CCO.CCO

Cartesian coordinates (Å):
N -2.466 1.663 -1.221
C -3.244 2.142 -0.192
N -3.084 1.435 0.976
O -4.024 3.068 -0.278
H -2.518 2.054 -2.140
H -1.834 0.898 -1.041
H -3.757 1.628 1.696
H -2.347 0.785 1.155
N -3.871 -1.662 2.625
C -4.257 -0.805 3.624
N -4.695 -1.407 4.780
O -4.186 0.408 3.496
H -3.601 -1.193 1.776
H -4.066 -2.644 2.602
H -5.182 -0.818 5.427
H -4.649 -2.398 4.893
N 0.835 1.677 -4.130
C -0.393 1.082 -4.278
N -1.198 1.624 -5.267
O -0.753 0.093 -3.647
H 1.194 2.352 -4.773
H 1.357 1.384 -3.321
H -2.146 1.301 -5.287
H -0.872 2.351 -5.871
N -3.240 -2.314 -1.249
C -3.912 -3.401 -0.751
N -5.000 -3.779 -1.502
O -3.581 -3.970 0.276
H -2.524 -1.898 -0.675
H -3.308 -1.994 -2.198
H -5.176 -3.332 -2.380
H -5.603 -4.528 -1.229
N 1.760 -3.247 2.546
C 2.417 -3.869 1.519
N 2.272 -5.259 1.473
O 3.159 -3.293 0.733
H 1.781 -2.244 2.598
H 1.209 -3.732 3.225
H 1.501 -5.613 2.015
H 2.448 -5.700 0.590
N 1.494 5.199 -2.464
C 1.145 3.960 -2.013
N -0.199 3.681 -2.120
O 1.938 3.160 -1.524
H 0.805 5.824 -2.840
H 2.418 5.581 -2.407
H -0.530 2.821 -1.723
H -0.679 4.209 -2.822
C 0.941 0.789 4.042
C -0.429 0.602 3.401
O -0.679 -0.809 3.157
H 1.769 0.363 3.474
H 0.974 0.353 5.045
H 1.136 1.864 4.074
H -0.324 1.063 2.419
H -1.203 1.005 4.048
H -0.753 -1.187 4.039
C 0.042 -5.133 -3.520
C 0.546 -3.734 -3.297
O -0.062 -2.812 -4.191
H 0.170 -5.356 -4.593
H -1.027 -5.308 -3.414
H 0.683 -5.855 -3.018
H 1.638 -3.669 -3.327
H 0.252 -3.425 -2.283
H -0.164 -1.960 -3.756
C 5.395 1.118 -0.089
C 5.292 1.386 1.400
O 4.998 2.736 1.735
H 5.697 0.074 -0.193
H 6.250 1.692 -0.451
H 4.450 1.293 -0.589
H 6.218 1.106 1.915
H 4.579 0.723 1.917
H 4.044 2.876 1.702
C 2.212 5.128 1.663
C 1.150 4.029 1.647
O 1.713 2.758 1.325
H 3.021 4.825 0.997
H 2.709 5.180 2.638
H 1.800 6.110 1.446
H 0.407 4.309 0.887
H 0.599 3.876 2.574
H 1.840 2.687 0.366
C 1.173 -0.744 -0.396
C -0.098 -1.547 -0.450
O -1.097 -0.945 0.399
H 1.761 -0.951 -1.298
H 1.804 -1.056 0.437
H 1.058 0.335 -0.370
H 0.019 -2.563 -0.070
H -0.515 -1.577 -1.455
H -0.827 -0.926 1.332

Forces on atoms 1 to 3 (eV/Å):
N 0.463 0.013 0.144
C 0.220 -0.704 0.683
N -0.524 0.681 -0.312



# 2
C4H7NO | ωB97M-V with the def2-TZVPD basis set

LUMO energy = 1.101 eV
frontier orbital gap = 9.94 eV
SMILES string = ON=C1CCC1

Cartesian coordinates (Å):
O 2.559 -0.529 -0.464
N 1.824 0.304 0.386
C 0.580 0.080 0.266
C -0.452 -0.936 -0.264
C -1.589 0.068 0.100
C -0.493 1.094 0.367
H 3.465 -0.290 -0.242
H -0.434 -1.285 -1.300
H -0.401 -1.781 0.422
H -2.305 0.378 -0.671
H -2.158 -0.259 0.977
H -0.031 1.253 -0.684
H -0.567 1.903 1.107

Forces on atoms 1 to 3 (eV/Å):
O 0.559 -0.754 0.223
N -0.798 0.094 -0.366
C 0.562 -0.660 0.719